# 1
Density functional theory data (ωB97M-V/def2-TZVPD) for a gas-phase ion, C6H8N (charge +1) in a non-equilibrium geometry.

## Properties
- Frontier orbital gap: 9.20 eV
- Highest occupied orbital energy: -0.5390 Eh
- Total charge: +1
- Structure (SMILES): CC#CC=[N+]=CC
- E_LUMO: -5.5 eV

Last columns: bonded neighbours and bond lengths (Å).
Geometry (Å):
1 C 0.62 -0.71 2.18  C2 1.344, N7 1.308, H8 1.052
2 C 1.07 0.44 1.64  C1 1.344, C3 1.230
3 C 1.37 0.90 0.54  C2 1.230, C5 1.406
4 C -0.63 -1.48 0.30  C6 1.448, N7 1.262, H9 1.102
5 C 1.78 1.88 -0.39  C3 1.406, H10 1.087, H11 1.142, H12 1.090
6 C -1.92 -1.13 -0.25  C4 1.448, H13 1.064, H14 1.064, H15 1.107
7 N -0.27 -1.39 1.51  C1 1.308, C4 1.262
8 H 0.96 -0.94 3.15  C1 1.052
9 H 0.09 -1.80 -0.47  C4 1.102
10 H 1.23 1.69 -1.31  C5 1.087
11 H 2.85 1.61 -0.69  C5 1.142
12 H 1.88 2.91 -0.05  C5 1.090
13 H -2.73 -1.17 0.44  C6 1.064
14 H -2.04 -1.74 -1.11  C6 1.064
15 H -1.90 -0.06 -0.55  C6 1.107

# 2
Density functional theory data (ωB97M-V/def2-TZVPD) for 5 unconnected molecules or ions with the total composition C2H15NO4 in a non-equilibrium geometry.

## Properties
- Frontier orbital gap: 9.88 eV
- Highest occupied orbital energy: -0.3416 Eh
- Total charge: 0
- Structure (SMILES): CCN.O.O.O.O
- E_LUMO: 0.6 eV

Last columns: bonded neighbours and bond lengths (Å).
Geometry (Å):
1 C 0.39 -1.37 -1.92  C2 1.598, H4 1.216, H5 1.094, H6 1.117
2 C 1.55 -0.68 -1.07  C1 1.598, N3 1.601, H7 1.127, H8 1.112
3 N 0.77 0.23 -0.01  C2 1.601, H9 1.069, H10 1.052
4 H -0.31 -2.26 -1.46  C1 1.216
5 H 0.92 -1.81 -2.77  C1 1.094
6 H -0.23 -0.47 -2.14  C1 1.117
7 H 2.31 0.02 -1.52  C2 1.127
8 H 2.05 -1.58 -0.63  C2 1.112
9 H 1.41 0.71 0.69  N3 1.069
10 H 0.11 -0.45 0.44  N3 1.052
11 H 3.97 -0.21 1.03  O13 0.993
12 H 3.72 0.78 2.10  O13 0.928
13 O 3.48 0.64 1.22  H11 0.993, H12 0.928
14 H -2.52 1.04 0.25  O16 1.004
15 H -3.82 1.00 1.05  O16 1.012
16 O -3.32 0.44 0.37  H14 1.004, H15 1.012
17 H -1.58 -1.80 2.30  O19 0.941
18 H -2.14 -0.69 1.34  O19 1.019
19 O -1.37 -1.33 1.51  H17 0.941, H18 1.019
20 H -1.09 1.98 -1.64  O22 0.973
21 H -0.47 1.30 -0.38  O22 1.003
22 O -1.21 1.90 -0.68  H20 0.973, H21 1.003

# 3
Density functional theory data (ωB97M-V/def2-TZVPD) for 2 unconnected molecules or ions with the total composition C4H13N3O in a non-equilibrium geometry.

## Properties
- Frontier orbital gap: 3.52 eV
- Highest occupied orbital energy: -0.2811 Eh
- Total charge: 0
- E_LUMO: -4.1 eV

Last columns: bonded neighbours and bond lengths (Å).
Geometry (Å):
1 C -1.56 -1.92 -0.70  C2 1.538, H8 1.082, H9 1.145, H10 1.093
2 C -0.38 -0.94 -0.77  C1 1.538, C3 1.561, H11 1.094, H12 1.104
3 C -0.61 0.05 0.43  C2 1.561, N4 1.469, H13 1.088, H14 1.098
4 N 0.06 1.36 0.39  C3 1.469, C5 1.499, H15 1.030
5 C 1.51 1.33 0.04  N4 1.499, N6 1.465, N7 1.385, H19 1.114
6 N 2.09 2.62 0.43  C5 1.465, H16 1.015, H17 1.016
7 N 1.81 0.76 -1.19  C5 1.385, H18 1.035
8 H -1.45 -2.88 -1.19  C1 1.082
9 H -1.85 -2.06 0.40  C1 1.145
10 H -2.35 -1.36 -1.21  C1 1.093
11 H 0.63 -1.33 -0.62  C2 1.094
12 H -0.40 -0.39 -1.72  C2 1.104
13 H -0.35 -0.40 1.38  C3 1.088
14 H -1.69 0.24 0.45  C3 1.098
15 H -0.42 1.91 -0.34  N4 1.030
16 H 2.78 2.94 -0.25  N6 1.015
17 H 2.61 2.50 1.29  N6 1.016
18 H 2.02 1.46 -1.93  N7 1.035
19 H 1.89 0.60 0.79  C5 1.114
20 H -2.54 -2.52 2.30  O21 0.966
21 O -1.80 -1.96 2.02  H20 0.966

# 4
Density functional theory data (ωB97M-V/def2-TZVPD) for a single C5H5N3 molecule in a non-equilibrium geometry.

## Properties
- Frontier orbital gap: 7.77 eV
- Highest occupied orbital energy: -0.2906 Eh
- Total charge: 0
- E_LUMO: -0.1 eV

Last columns: bonded neighbours and bond lengths (Å).
Geometry (Å):
1 C -1.19 0.50 0.09  C3 1.348, C4 1.466, H9 1.134
2 C 1.44 -0.23 -0.18  C4 1.308, N7 1.389, H10 1.143
3 C -1.60 1.74 -0.25  C1 1.348, N6 1.339, H11 1.175
4 C 0.17 -0.07 0.08  C1 1.466, C2 1.308, N7 1.516
5 C 0.21 3.21 -1.11  N6 1.149
6 N -0.63 2.49 -0.78  C3 1.339, C5 1.149
7 N 1.01 -1.08 0.83  C2 1.389, C4 1.516, N8 1.463
8 N 0.75 -2.47 0.47  N7 1.463, H12 1.032, H13 1.066
9 H -1.92 -0.25 0.51  C1 1.134
10 H 2.26 -0.25 -0.97  C2 1.143
11 H -2.64 2.23 -0.02  C3 1.175
12 H 1.53 -2.88 -0.07  N8 1.032
13 H 0.62 -2.96 1.40  N8 1.066